Below is a 12-piece molecular cluster, C53H137N7O17 overall, with properties calculated with ωB97M-V with the def2-TZVPD basis set.

Last column: Mulliken charge in e.
Geometry (Å):
C1 -3.57597 -2.14790 1.70970  -0.5230
O1 -3.52267 -0.82368 1.20829  -0.5339
C2 -2.29380 -0.10074 1.38316  -1.1500
C3 -2.36705 1.03916 0.39092  1.9142
C4 -1.29129 2.07813 0.70025  -0.6484
N1 -3.72241 1.70600 0.35798  -0.5208
H1 -4.61299 -2.49567 1.72259  0.3267
H2 -3.23262 -2.14452 2.76646  0.1137
H3 -3.01352 -2.85860 1.10672  0.1117
H4 -2.22619 0.32302 2.35112  0.7791
H5 -1.43567 -0.72099 1.04192  0.1433
H6 -2.21605 0.55789 -0.57183  -0.6468
H7 -1.35500 2.86722 0.00664  -0.5086
H8 -0.33149 1.61906 0.62514  -0.0741
H9 -1.46610 2.47251 1.67486  0.4749
H10 -3.76055 2.26630 1.25840  0.1022
H11 -4.33216 0.93899 0.60287  0.2091
C5 0.44486 -3.84631 0.28408  -0.6148
O2 -0.80814 -4.42666 -0.17448  0.1086
C6 -0.78161 -5.87199 0.21290  -1.3341
C7 -1.90479 -6.59387 -0.49624  1.8114
C8 -3.30658 -6.19811 0.01227  -1.5246
N2 -1.60869 -7.97875 -0.20343  -0.5302
H12 1.26657 -4.54338 0.21720  0.5088
H13 0.47738 -3.41605 1.34129  0.0767
H14 0.58879 -3.00348 -0.42198  -0.0716
H15 0.13548 -6.26599 -0.25608  0.2421
H16 -0.85217 -5.94448 1.27715  0.5081
H17 -1.78481 -6.31614 -1.59158  -0.6525
H18 -3.35275 -5.14096 0.00092  0.0714
H19 -3.66725 -6.51410 0.97833  0.4478
H20 -4.06242 -6.48403 -0.68139  0.4532
H21 -1.00039 -8.51326 -0.79525  0.1405
H22 -2.43458 -8.48114 0.06184  0.2326
C9 1.58311 -0.85050 3.16958  -0.4531
O3 2.50359 -0.94666 4.24855  -0.4034
C10 2.04078 -0.88693 5.59780  -0.6953
C11 3.28811 -0.46069 6.46836  -0.6383
N3 4.42962 -1.41304 6.13925  -0.4265
C12 5.46453 -1.09847 7.21887  -0.5254
C13 6.85315 -1.68540 6.97427  -0.7792
O4 7.20571 -1.23343 5.70683  -0.1431
C14 8.58904 -1.26510 5.52018  -0.8710
H23 0.75731 -1.47144 3.39710  0.7115
H24 2.15450 -1.15076 2.26256  -0.0622
H25 1.26294 0.20590 2.97526  -0.0085
H26 1.74240 -1.90134 5.90122  0.3829
H27 1.28908 -0.13565 5.71486  0.3688
H28 3.01185 -0.65533 7.47962  0.6857
H29 3.56483 0.61917 6.38109  0.1801
H30 4.68384 -1.08076 5.20527  0.2372
H31 4.95320 -1.49107 8.12662  0.3617
H32 5.52020 -0.00281 7.25522  0.3303
H33 6.72663 -2.74245 6.98850  0.3388
H34 7.59806 -1.44023 7.71727  0.4946
H35 8.78247 -0.74900 4.54968  0.2008
H36 8.83280 -2.33212 5.38044  0.3383
H37 9.17995 -0.91211 6.36422  0.3615
C15 1.26421 -8.04037 -2.57548  -0.8834
O5 0.89926 -6.67877 -2.49751  -0.0590
C16 1.22984 -6.06927 -3.77440  -0.9608
C17 0.87874 -4.60353 -3.70539  -0.8772
N4 -0.45279 -4.21891 -3.32235  1.1500
C18 -1.53110 -4.87257 -4.00695  -0.3029
C19 -1.60562 -4.34980 -5.43127  -1.0971
O6 -0.78152 -5.03583 -6.38552  -0.3594
C20 -0.49402 -4.17078 -7.49379  -0.7588
H38 0.87910 -8.41620 -3.54927  0.3664
H39 0.74087 -8.59786 -1.81517  0.2091
H40 2.37501 -8.11837 -2.53789  0.2942
H41 0.50370 -6.44143 -4.58648  0.3379
H42 2.19769 -6.37744 -4.16394  0.4811
H43 1.04034 -4.37191 -4.76480  0.2360
H44 1.51336 -3.92387 -3.16527  0.5989
H45 -0.59842 -4.30210 -2.31540  -0.6023
H46 -2.45132 -4.56773 -3.48491  0.3215
H47 -1.48257 -5.98954 -4.04822  0.5417
H48 -1.38531 -3.29073 -5.32438  0.1715
H49 -2.66656 -4.30420 -5.80372  0.5448
H50 0.07817 -3.24585 -7.30938  0.1585
H51 -1.47535 -3.77642 -7.78556  0.3913
H52 -0.16529 -4.82366 -8.29453  0.2905
C21 3.03401 -1.15466 -5.60682  -0.4726
O7 3.02531 0.23949 -5.64265  -0.2948
C22 3.97140 0.83149 -4.80215  -0.0324
C23 3.69885 2.32619 -4.77130  -1.0926
N5 2.52579 2.65629 -4.08785  0.9155
C24 2.18199 4.03729 -4.33418  -1.7179
C25 0.97217 4.49395 -3.57835  0.2083
O8 -0.13054 3.89424 -4.26787  -0.3808
C26 -1.29332 3.82300 -3.55001  -0.9093
H53 2.11478 -1.54530 -6.07916  -0.0635
H54 2.97240 -1.52870 -4.53581  0.1777
H55 3.86907 -1.60551 -6.19590  0.3934
H56 4.99899 0.73266 -5.20765  0.4962
H57 4.02008 0.51650 -3.73465  -0.1370
H58 3.71651 2.76329 -5.76268  0.5049
H59 4.62191 2.79626 -4.26515  0.3556
H60 1.78317 2.11995 -4.58078  -0.6113
H61 1.99793 4.26563 -5.38487  0.4306
H62 3.01093 4.65317 -4.10147  0.6517
H63 0.91528 5.59096 -3.57941  0.4303
H64 1.03064 4.12267 -2.54223  -0.0727
H65 -2.13601 3.46350 -4.11399  0.2209
H66 -1.67693 4.76475 -3.23695  0.7629
H67 -1.09224 3.21350 -2.62626  0.0880
C27 4.68039 1.90618 -0.93623  -0.8030
O9 3.73999 0.90083 -1.13043  0.3271
C28 2.58913 0.81615 -0.31175  -0.1415
C29 1.55883 -0.03873 -1.01931  -0.0578
N6 0.79900 0.64846 -1.97267  1.5362
C30 -0.21357 -0.24681 -2.63714  1.2649
C31 -0.81930 0.34685 -3.84437  0.1848
O10 0.12381 0.63744 -4.83288  0.7929
C32 -0.44441 1.00467 -6.03424  -1.0621
H68 4.35254 2.94132 -1.11694  0.2721
H69 5.43980 1.78016 -1.69075  0.4078
H70 5.19824 1.90183 0.09323  -0.0564
H71 2.07685 1.78607 -0.10081  -0.1506
H72 2.86892 0.34474 0.62596  -0.0810
H73 0.83180 -0.32317 -0.21196  -0.5547
H74 2.02297 -0.99294 -1.42849  0.3479
H75 1.43817 1.04787 -2.66936  -0.5864
H76 -1.01958 -0.43555 -1.97258  -0.8143
H77 0.28440 -1.25057 -2.79751  -0.4530
H78 -1.44596 1.28598 -3.55502  -1.1512
H79 -1.54701 -0.35852 -4.30476  0.3070
H80 0.37046 1.38390 -6.63629  0.2878
H81 -1.20812 1.82198 -5.90377  0.1458
H82 -0.96912 0.14275 -6.55251  0.2958
C33 0.44982 3.25601 3.55383  -0.4589
O11 1.60365 2.51013 3.91109  -0.2907
C34 2.81083 2.86278 3.23727  -0.0957
C35 4.05714 2.04711 3.76456  0.3418
N7 5.17869 2.10115 2.87357  0.0040
C36 6.19080 1.11188 3.18696  -0.9114
C37 5.93904 -0.19801 2.52916  0.1744
O12 6.09139 -0.01183 1.10266  -0.3740
C38 5.46308 -1.12390 0.46717  -0.5659
H83 -0.42867 2.70665 3.98814  0.2142
H84 0.31068 3.22715 2.48345  0.2240
H85 0.45759 4.27722 4.02673  0.3210
H86 2.96503 3.92213 3.50558  0.4927
H87 2.56925 2.67386 2.15380  -0.1376
H88 3.82213 1.03762 3.90961  -0.8343
H89 4.28550 2.38098 4.79662  0.2668
H90 5.52275 3.02582 2.63220  0.3304
H91 6.23333 0.86966 4.23758  0.2076
H92 7.18551 1.60601 2.97612  0.4271
H93 4.88758 -0.49820 2.69500  -0.2078
H94 6.57927 -1.03514 2.81756  0.3651
H95 5.47645 -0.97079 -0.57530  0.2495
H96 4.36731 -1.32566 0.65677  0.0261
H97 5.96728 -2.06680 0.70473  0.4016
C39 -3.27833 -2.24284 -2.56523  0.6802
C40 -4.49694 -1.58039 -3.18620  0.2483
C41 -5.46646 -1.26951 -2.07695  -1.1482
O13 -4.13989 -0.45284 -4.01230  -0.5300
H98 -2.92226 -1.74711 -1.69510  -0.7259
H99 -2.41357 -2.32492 -3.23003  -0.4757
H100 -3.52954 -3.25605 -2.23508  0.5467
H101 -4.94016 -2.27634 -3.89323  0.2270
H102 -6.41123 -0.95477 -2.48235  0.3923
H103 -5.08234 -0.52642 -1.40838  0.0402
H104 -5.67334 -2.16027 -1.43783  0.4182
H105 -4.35845 0.41676 -3.61415  0.2427
C42 -4.55071 -3.44670 5.61482  -1.1058
C43 -4.81102 -1.96230 5.34772  0.8528
C44 -5.49827 -1.15306 6.42552  -1.5587
O14 -3.45124 -1.40531 5.19455  -0.4294
H106 -4.15705 -3.92706 4.69835  0.2385
H107 -5.49719 -3.96321 5.98812  0.3203
H108 -3.75661 -3.43300 6.39148  0.2891
H109 -5.30777 -1.82431 4.37526  0.0883
H110 -5.02145 -1.36653 7.39460  0.3597
H111 -6.47046 -1.59153 6.57426  0.4327
H112 -5.66733 -0.07450 6.24092  0.3754
H113 -3.40679 -0.55569 5.64072  0.2233
C45 -0.98621 7.57866 0.81936  -1.5388
C46 -0.20763 6.59285 0.00973  0.8551
C47 1.23433 6.89131 0.10236  -1.3257
O15 -0.59277 5.27579 0.49253  0.0099
H114 -1.16084 8.49916 0.28108  0.4384
H115 -0.40175 7.84182 1.65406  0.4142
H116 -1.96006 7.20552 1.11518  0.2416
H117 -0.48443 6.65774 -1.05125  0.2328
H118 1.50060 6.86437 1.18627  0.3675
H119 1.41112 7.91655 -0.32760  0.3582
H120 1.78883 6.14462 -0.51475  0.2028
H121 -0.91911 4.65361 -0.19975  -0.1848
C48 -5.19290 3.47738 -3.96550  -1.9455
C49 -4.62552 3.32621 -2.53978  2.0371
C50 -5.51824 4.10405 -1.56135  -1.4852
O16 -4.57825 1.91427 -2.25230  -0.2603
H122 -5.04213 4.46573 -4.32898  0.4905
H123 -6.25409 3.28552 -4.01112  0.4716
H124 -4.68614 2.69105 -4.57463  0.3489
H125 -3.61536 3.74637 -2.52736  -0.6984
H126 -6.08082 4.84276 -2.07396  0.5056
H127 -4.91540 4.50092 -0.71767  0.1727
H128 -6.30814 3.50982 -1.09406  0.3060
H129 -4.19453 1.86154 -1.32297  0.0729
C51 -3.96011 6.52259 3.73114  -1.2019
C52 -3.60522 5.05692 3.67284  0.8495
C53 -4.76691 4.21518 4.16488  -1.5230
O17 -3.23070 4.71434 2.36521  -0.2412
H130 -3.07721 7.13234 3.51199  0.2511
H131 -4.46286 6.90794 4.71591  0.3410
H132 -4.70781 6.59605 2.91887  0.2864
H133 -2.70478 4.88169 4.38170  0.1587
H134 -4.49253 3.16930 4.25901  0.2887
H135 -5.58382 4.34494 3.45809  0.3177
H136 -4.96030 4.53150 5.19905  0.4796
H137 -2.29727 4.88004 2.16641  0.0040

For the energy relative to the best compared isomer or geometry (same formula, charge and spin), the calculation gives 0.0 kJ/mol. As for the lowest unoccupied orbital energy: 0.4 eV. The charge is 0. The spin multiplicity is 1. The value obtained for the HOMO energy is -8.285 eV. As for the frontier orbital gap: 8.7 eV. Its SMILES is COC[C@H](C)N.COC[C@H](C)N.COCCNCCOC.COCCNCCOC.COCCNCCOC.COCCNCCOC.COCCNCCOC.CC(C)O.CC(C)O.CC(C)O.CC(C)O.CC(C)O.